{
  "formula": "C18H18MnN5O2",
  "method": "ωB97M-V/def2-TZVPD",
  "symbols": ["Mn", "O", "O", "N", "N", "N", "N", "N", "C", "C", "C", "C", "C", "C", "C", "C", "C", "C", "C", "C", "C", "C", "C", "C", "C", "C", "H", "H", "H", "H", "H", "H", "H", "H", "H", "H", "H", "H", "H", "H", "H", "H", "H", "H"],
  "coordinates": [[-0.78, -0.01, 0.00], [6.01, 0.00, 1.15], [6.01, 0.01, -1.13], [-0.34, 0.04, -2.08], [-2.60, 1.43, -0.04], [1.24, 0.00, 0.00], [-0.35, -0.05, 2.08], [-2.61, -1.43, 0.04], [-1.19, 0.06, -3.11], [0.56, 0.01, -4.70], [-1.20, -0.07, 3.11], [1.89, 0.01, -1.16], [0.55, -0.01, 4.70], [-0.81, -0.05, 4.43], [1.45, 0.01, 3.65], [3.27, 0.00, -1.19], [1.89, 0.00, 1.16], [1.46, -0.01, -3.65], [-3.85, 0.70, 0.28], [3.27, 0.00, 1.20], [5.53, 0.00, 0.01], [0.97, -0.01, 2.35], [0.98, 0.01, -2.35], [-0.79, 0.05, -4.43], [3.97, 0.00, 0.01], [-3.85, -0.70, -0.30], [-4.73, 1.23, -0.09], [3.85, -0.01, 2.12], [2.52, 0.04, 3.83], [0.90, 0.02, 5.73], [-2.49, -2.22, -0.60], [-2.26, -0.10, 2.86], [-3.94, 0.66, 1.37], [-2.25, 0.08, -2.86], [3.85, 0.00, -2.11], [0.92, -0.01, -5.72], [-3.94, -0.65, -1.38], [-2.68, -1.84, 0.96], [-4.74, -1.22, 0.07], [-2.48, 2.21, 0.59], [2.53, -0.03, -3.82], [-1.54, -0.07, 5.22], [-2.67, 1.85, -0.97], [-1.53, 0.07, -5.23]],
  "charge": 1,
  "total_energy_ha": -2271.8527,
  "homo_lumo_gap_ha": [0.231, 0.224],
  "spin_multiplicity": 6,
  "largest_force_ev_per_a": 1.90
}

---

{
  "formula": "C17H15BrO2Pt",
  "method": "ωB97M-V/def2-TZVPD",
  "symbols": ["Pt", "Br", "O", "O", "C", "C", "C", "C", "C", "C", "C", "C", "C", "C", "C", "C", "C", "C", "C", "C", "C", "H", "H", "H", "H", "H", "H", "H", "H", "H", "H", "H", "H", "H", "H", "H"],
  "coordinates": [[1.01, -0.41, -1.86], [3.27, -1.15, -1.07], [1.06, 0.86, 1.66], [1.15, -1.35, 1.07], [-1.97, 1.16, 0.07], [1.21, -1.48, 6.05], [0.98, 1.25, -3.56], [1.03, -2.50, 5.09], [-1.68, -0.08, 0.80], [1.29, -0.12, 5.67], [0.49, -0.97, -4.02], [-1.07, -0.40, -1.45], [1.09, -0.37, 1.87], [1.12, -0.80, 3.34], [-0.04, 0.36, -3.99], [1.90, -0.91, -3.73], [-1.20, -1.01, -0.09], [2.21, 0.50, -3.40], [0.98, -2.15, 3.73], [-1.65, 0.98, -1.27], [1.21, 0.20, 4.31], [0.87, -2.92, 2.96], [0.94, -3.56, 5.39], [1.29, -1.75, 7.11], [1.25, 1.23, 3.98], [2.60, -1.74, -3.76], [3.19, 0.90, -3.15], [-1.03, 0.66, -4.35], [-2.41, 2.04, 0.53], [-0.91, -2.05, 0.06], [0.91, 2.33, -3.50], [-1.48, -1.03, -2.24], [-0.01, -1.87, -4.36], [-1.79, -0.19, 1.88], [1.42, 0.67, 6.41], [-1.80, 1.69, -2.09]],
  "total_energy_ha": -3500.3708,
  "homo_lumo_gap_ha": [0.280, 0.192],
  "spin_multiplicity": 5,
  "largest_force_ev_per_a": 3.40
}

---

{
  "formula": "CH2INS",
  "method": "ωB97M-V/def2-TZVPD",
  "symbols": ["I", "S", "N", "C", "H", "H"],
  "coordinates": [[0.12, 1.22, -1.40], [1.27, 0.50, 2.18], [-0.48, -0.74, -1.12], [0.03, 1.23, 1.60], [0.24, -1.37, -0.86], [-1.18, -0.84, -0.40]],
  "total_energy_ha": -789.8224,
  "homo_lumo_gap_ha": 0.308,
  "largest_force_ev_per_a": 1.56
}

---

{
  "formula": "C3H6S",
  "method": "ωB97M-V/def2-TZVPD",
  "symbols": ["S", "C", "C", "C", "H", "H", "H", "H", "H", "H"],
  "coordinates": [[2.16, 0.29, -0.21], [1.09, -1.15, 0.09], [0.45, 0.06, -0.43], [-0.63, 0.88, 0.16], [0.09, -0.06, -2.34], [0.95, -1.41, 1.14], [-0.85, 1.74, -0.48], [-0.31, 1.26, 1.13], [1.26, -1.99, -0.56], [-1.53, 0.29, 0.28]],
  "total_energy_ha": -515.9454,
  "homo_lumo_gap_ha": [0.310, 0.310],
  "largest_force_ev_per_a": 3.83
}

---

{
  "formula": "CH3F3",
  "method": "ωB97M-V/def2-TZVPD",
  "symbols": ["F", "F", "F", "C", "H", "H", "H"],
  "coordinates": [[1.26, 0.83, -0.22], [-1.08, -0.63, -0.43], [1.66, -0.61, 0.28], [-1.77, 0.32, 0.30], [-2.10, -0.17, 1.22], [-1.22, 1.16, 0.42], [-2.71, 0.72, -0.16]],
  "total_energy_ha": -339.2721,
  "homo_lumo_gap_ha": 0.315,
  "largest_force_ev_per_a": 4.67
}

---

{
  "formula": "C28H79N6O14",
  "method": "ωB97M-V/def2-TZVPD",
  "symbols": ["O", "O", "O", "O", "O", "O", "O", "O", "O", "O", "O", "O", "O", "O", "N", "N", "N", "N", "N", "N", "C", "C", "C", "C", "C", "C", "C", "C", "C", "C", "C", "C", "C", "C", "C", "C", "C", "C", "C", "C", "C", "C", "C", "C", "C", "C", "C", "C", "H", "H", "H", "H", "H", "H", "H", "H", "H", "H", "H", "H", "H", "H", "H", "H", "H", "H", "H", "H", "H", "H", "H", "H", "H", "H", "H", "H", "H", "H", "H", "H", "H", "H", "H", "H", "H", "H", "H", "H", "H", "H", "H", "H", "H", "H", "H", "H", "H", "H", "H", "H", "H", "H", "H", "H", "H", "H", "H", "H", "H", "H", "H", "H", "H", "H", "H", "H", "H", "H", "H", "H", "H", "H", "H", "H", "H", "H", "H"],
  "coordinates": [[-3.34, 2.37, -0.24], [2.46, -3.27, 1.02], [-1.58, 3.56, 1.53], [-3.10, -0.02, 4.05], [3.88, 1.43, 4.17], [-5.87, 0.18, -3.19], [-2.92, -4.52, -1.15], [4.27, 1.40, -0.93], [3.71, -3.52, -2.88], [1.89, 0.25, -0.44], [-1.65, -0.26, -5.03], [1.82, 2.67, -4.13], [-0.58, 0.94, 5.34], [0.93, -0.86, 1.11], [-1.70, 2.51, 4.07], [3.11, 1.35, 1.91], [2.66, -1.58, -3.59], [2.24, -0.13, 3.31], [0.20, 1.96, 3.30], [2.87, -1.98, -1.45], [-1.55, -1.42, 3.01], [0.91, 0.09, 0.27], [3.14, 0.82, 3.08], [0.33, 4.25, 0.44], [-0.65, 1.88, 4.32], [-0.95, 4.54, 1.18], [5.22, 0.68, -1.24], [-1.87, 5.38, 0.41], [-3.77, -0.13, -2.47], [4.67, -3.55, 0.89], [3.45, -3.13, 3.07], [-2.54, -1.14, 4.22], [1.41, 2.77, -2.86], [-4.06, -3.36, 0.61], [5.79, -0.04, -0.01], [-1.97, -2.49, -0.44], [-3.54, -2.29, 4.21], [6.38, 1.32, -2.09], [-0.30, 0.97, 0.06], [-0.65, 0.06, -4.43], [-5.80, -1.09, -1.27], [3.47, -2.87, 1.59], [-5.25, 0.04, -2.09], [3.07, -2.33, -2.64], [-0.42, -0.58, -3.13], [-3.67, 1.40, 0.72], [0.60, -0.22, -5.36], [-3.18, -3.39, -0.71], [-0.14, 1.89, -0.48], [-3.96, -4.12, 1.33], [1.04, 3.52, 0.87], [1.87, -1.06, -3.32], [-2.45, 0.74, 3.92], [-4.39, -2.13, 4.84], [6.73, -0.45, -0.30], [3.30, -4.25, 3.22], [-0.80, 1.17, 0.98], [-1.02, 0.36, -0.51], [-6.66, -0.75, -0.75], [-2.41, 2.56, 4.79], [0.10, 4.17, -0.62], [2.55, -2.69, 3.43], [-3.75, 3.21, -0.18], [-5.98, -1.94, -1.90], [-3.52, 0.53, -3.24], [3.44, 0.87, -0.96], [2.64, -1.94, -4.58], [2.39, -1.07, -1.11], [-1.25, -3.01, 0.27], [5.95, 2.11, -2.72], [-2.22, -4.98, -0.68], [-5.47, 0.95, -3.42], [-3.00, -3.06, 4.87], [-3.73, -2.93, -1.58], [-2.04, 3.04, 0.79], [3.36, -1.76, 1.61], [-1.57, -2.20, -1.41], [-0.01, 2.34, 2.34], [7.12, 1.62, -1.39], [2.63, 0.95, 1.07], [1.30, 1.76, -2.36], [-2.15, 4.88, -0.48], [4.72, -3.29, -0.14], [-1.26, -0.49, -2.53], [-0.73, 1.13, -4.33], [0.36, -0.01, -2.67], [-2.19, -1.52, 0.00], [-0.68, 5.07, 2.13], [-0.78, -0.68, 2.88], [-1.94, 3.15, 3.31], [-1.31, 6.24, 0.15], [-5.04, -3.41, 0.29], [-4.13, -2.37, 1.01], [5.49, -2.93, 1.32], [3.20, -2.60, -0.77], [1.78, -2.62, 1.27], [3.60, 2.18, 1.67], [-3.54, -1.13, -2.69], [1.00, 1.33, 3.33], [2.23, 3.25, -2.27], [1.50, 0.11, -4.92], [-3.25, 0.09, -1.58], [-0.98, -2.35, 3.03], [4.83, -4.64, 0.97], [-1.92, -1.05, 5.09], [0.46, 3.36, -2.81], [-5.35, 1.01, -1.61], [-5.01, -1.23, -0.53], [-2.80, 5.67, 0.97], [-3.69, -2.69, 3.26], [-3.83, 1.76, 1.72], [2.58, 2.04, -4.12], [-3.07, 0.45, 0.80], [6.89, 0.52, -2.67], [-1.77, 0.39, -5.69], [-2.07, -1.46, 2.05], [0.74, -1.27, -5.57], [5.12, -0.74, 0.45], [0.83, 5.12, 0.34], [0.49, 0.25, -6.30], [4.38, -2.72, 3.53], [4.69, -0.11, -1.85], [-0.03, -1.53, -3.20], [2.21, -0.47, 4.26], [5.98, 0.65, 0.81], [1.55, -0.51, 2.60], [-4.72, 1.08, 0.59]],
  "charge": -1,
  "total_energy_ha": -2495.7994,
  "homo_lumo_gap_ha": 0.283,
  "largest_force_ev_per_a": 13.23
}

---

{
  "formula": "C6H10",
  "method": "ωB97M-V/def2-TZVPD",
  "symbols": ["C", "C", "C", "C", "C", "C", "H", "H", "H", "H", "H", "H", "H", "H", "H", "H"],
  "coordinates": [[-0.87, 0.28, 0.92], [-1.72, -0.53, 0.00], [-2.47, 0.05, -0.94], [0.60, 0.16, 0.78], [1.32, 0.15, -0.35], [2.79, -0.13, -0.31], [-1.35, 1.29, 0.96], [-2.30, 1.10, -1.03], [-2.94, -0.37, -1.82], [3.35, 0.31, -1.15], [0.76, 0.30, -1.27], [3.21, 0.52, 0.47], [3.11, -1.16, -0.34], [1.17, -0.07, 1.68], [-1.92, -1.53, 0.36], [-1.09, -0.01, 1.96]],
  "smiles": "C=CC/C=C/C",
  "total_energy_ha": -234.5369,
  "homo_lumo_gap_ha": 0.383,
  "largest_force_ev_per_a": 2.36
}

---

{
  "formula": "C2H2BrClF2O",
  "method": "ωB97M-V/def2-TZVPD",
  "symbols": ["Br", "Cl", "F", "F", "O", "C", "C", "H", "H"],
  "coordinates": [[2.06, 0.91, -0.40], [-1.24, 0.86, -1.62], [-1.08, 1.71, 0.80], [-2.03, -0.22, 0.58], [0.80, -1.56, -0.15], [0.83, -0.34, 0.35], [-1.08, 0.57, 0.10], [0.86, -0.34, 1.44], [0.87, -1.59, -1.11]],
  "total_energy_ha": -3386.5252,
  "homo_lumo_gap_ha": 0.366,
  "largest_force_ev_per_a": 4.15
}

---

{
  "formula": "C4H8O2",
  "method": "ωB97M-V/def2-TZVPD",
  "symbols": ["O", "O", "C", "C", "C", "C", "H", "H", "H", "H", "H", "H", "H", "H"],
  "coordinates": [[-1.06, -0.04, 3.03], [1.97, 0.29, -1.18], [2.95, -1.12, -2.79], [-3.27, 0.53, 2.19], [2.39, 0.21, -2.26], [-2.05, 0.68, 3.11], [-3.15, -0.46, 1.72], [-3.20, 1.30, 1.41], [2.65, -1.38, -3.82], [4.05, -1.00, -2.77], [2.43, 0.94, -3.11], [-2.12, 1.42, 3.93], [-4.27, 0.58, 2.65], [2.68, -1.95, -2.12]],
  "smiles": "CC=O.CC=O",
  "total_energy_ha": -307.6410,
  "homo_lumo_gap_ha": 0.399,
  "largest_force_ev_per_a": 4.71
}

---

{
  "formula": "C4H8BrN2",
  "method": "ωB97M-V/def2-TZVPD",
  "symbols": ["Br", "N", "N", "C", "C", "C", "C", "H", "H", "H", "H", "H", "H", "H", "H"],
  "coordinates": [[1.49, 1.48, 2.26], [-0.84, -1.08, -0.64], [-0.72, 0.23, 1.27], [0.11, -0.27, -1.44], [0.26, 1.09, 0.70], [-1.24, -0.75, 0.57], [1.08, 0.31, -0.46], [0.82, -0.91, -2.01], [-1.20, -1.86, -1.09], [-0.81, 0.17, 2.32], [-1.83, -1.58, 1.04], [1.53, -0.51, 0.07], [-0.16, 2.08, 0.21], [-0.27, 0.57, -2.04], [1.79, 1.04, -0.77]],
  "smiles": "Br[C@H]1CCNC=[NH+]1",
  "charge": 1,
  "total_energy_ha": -2840.4800,
  "homo_lumo_gap_ha": 0.385,
  "largest_force_ev_per_a": 3.86
}

---

{
  "formula": "C2H4NOS2",
  "method": "ωB97M-V/def2-TZVPD",
  "symbols": ["S", "S", "O", "N", "C", "C", "H", "H", "H", "H"],
  "coordinates": [[2.79, 2.17, -1.63], [2.68, -0.18, -0.67], [2.42, 2.18, 1.02], [1.38, -0.87, -0.56], [-2.38, -0.96, 0.41], [2.62, 1.61, -0.02], [-1.32, -0.45, 0.35], [-3.19, -0.53, 1.04], [-2.86, -0.92, -0.61], [-2.14, -2.04, 0.66]],
  "charge": -1,
  "total_energy_ha": -1004.9508,
  "homo_lumo_gap_ha": 0.258,
  "largest_force_ev_per_a": 2.36
}

---

{
  "formula": "C4H12",
  "method": "ωB97M-V/def2-TZVPD",
  "symbols": ["C", "C", "C", "C", "H", "H", "H", "H", "H", "H", "H", "H", "H", "H", "H", "H"],
  "coordinates": [[-0.18, 2.66, 0.35], [0.76, -2.02, 0.84], [-0.28, -2.51, -0.11], [-0.30, 1.92, -1.04], [-1.09, 3.31, 0.56], [0.32, 0.99, -0.99], [0.04, 1.82, 1.13], [0.15, -3.41, -0.79], [0.48, -1.08, 1.17], [0.07, 2.54, -1.78], [-0.57, -1.90, -0.96], [-1.31, 1.68, -1.36], [0.75, -2.67, 1.62], [1.69, -2.00, 0.40], [-1.23, -2.90, 0.31], [0.68, 3.31, 0.50]],
  "smiles": "CC.CC",
  "total_energy_ha": -159.5467,
  "homo_lumo_gap_ha": 0.459,
  "largest_force_ev_per_a": 4.60
}

---

Number 7 is which compound? C6H10

---

What is the formula in the eighth record? C2H2BrClF2O